Entry from the OMol25 dataset: a structure of composition C20H33BeCl2N4O3S in a non-equilibrium geometry (wB97M-V/def2-TZVPD).

Each line ends with the natural charge from an NBO analysis.
Atoms and positions in Å:
O (-2.82621, 4.23179, -2.11435)  -0.457
C (-2.57391, 5.04928, -2.97663)  0.400
C (-3.06265, 5.00036, -4.36183)  -0.153
C (-3.88536, 3.95879, -4.79548)  -0.153
H (-4.15817, 3.18572, -4.09057)  0.247
C (-4.33274, 3.93179, -6.10235)  -0.215
H (-4.97015, 3.12572, -6.44023)  0.212
C (-3.96432, 4.94191, -6.98658)  -0.201
H (-4.31670, 4.91752, -8.00936)  0.206
C (-3.14689, 5.98057, -6.56223)  -0.216
H (-2.86260, 6.76383, -7.25176)  0.205
C (-2.69723, 6.00881, -5.25221)  -0.184
H (-2.05866, 6.81512, -4.91146)  0.210
H (-1.92721, 5.92413, -2.75137)  0.098
C (1.94317, 0.68985, -2.20004)  -0.693
C (1.83934, 0.04184, -0.85987)  -0.464
H (2.91837, 0.54996, -2.67257)  0.140
H (1.75916, 1.75966, -2.10936)  0.228
H (1.17876, 0.30981, -2.87418)  0.229
C (2.86382, -0.48560, -0.18157)  -0.364
C (4.30814, -0.54737, -0.58148)  -0.648
H (2.66764, -0.90270, 0.80336)  0.158
H (4.48409, -0.19058, -1.59259)  0.195
H (4.69420, -1.56877, -0.51690)  0.170
H (4.92629, 0.05635, 0.08920)  0.178
Be (0.00000, 0.00000, 0.00000)  1.503
Cl (-0.98886, -1.28604, -1.68000)  -0.860
Cl (-0.65983, 2.05659, -0.80976)  -0.830
C (0.97459, -2.70858, 0.39578)  0.564
O (0.44248, -1.76739, 1.00981)  -0.716
N (1.45262, -3.79994, 0.99907)  -0.436
C (1.41166, -3.94672, 2.43954)  -0.420
C (2.05566, -4.86955, 0.23365)  -0.395
H (1.06465, -2.69549, -0.68820)  0.199
H (0.95989, -3.06031, 2.86773)  0.248
H (2.42084, -4.06713, 2.83418)  0.190
H (0.82461, -4.82275, 2.71598)  0.178
H (2.02904, -4.62523, -0.82354)  0.226
H (1.51785, -5.80516, 0.38969)  0.180
H (3.09441, -5.01464, 0.53184)  0.187
H (1.62964, 1.80609, 4.98669)  0.178
H (-0.47344, 3.38863, 4.92491)  0.178
C (1.80101, 2.12952, 3.95965)  -0.418
C (-0.18912, 3.60120, 3.89363)  -0.395
N (0.54866, 2.49258, 3.32817)  -0.430
H (2.25469, 1.32263, 3.39757)  0.256
C (0.09923, 1.84806, 2.24843)  0.542
O (0.69606, 0.89021, 1.73032)  -0.677
H (-1.08903, 3.77820, 3.31344)  0.224
H (-0.83335, 2.22380, 1.83152)  0.186
H (2.47600, 2.98502, 3.97236)  0.187
H (0.41574, 4.50827, 3.88257)  0.186
S (-2.01132, -0.07857, 0.87949)  -0.211
C (-2.17926, -1.50436, 1.66148)  0.308
N (-2.40254, -1.60635, 3.03678)  -0.627
C (-2.71885, -2.97512, 3.36510)  -0.220
C (-2.53643, -3.76081, 2.04226)  -0.216
N (-2.30212, -2.75293, 1.03934)  -0.625
H (-2.44661, -0.81394, 3.69389)  0.427
H (-3.78082, -3.01199, 3.69358)  0.178
H (-2.05704, -3.36914, 4.16416)  0.188
H (-3.44491, -4.35629, 1.80890)  0.190
H (-1.64566, -4.42301, 2.08535)  0.179
H (-2.18551, -2.94722, 0.03708)  0.468

Results
Electronic energy (eV): -69662.5540
Orbital gap (eV): 5.3
Energy relative to the best compared isomer or geometry (same formula, charge and spin) (kcal/mol): 38.3
Total charge: -1
Lowest unoccupied orbital energy (eV): 2.42
2S+1: 1